13
Properties=species:S:1:pos:R:3:nbo_charge:R:1 method="wB97M-V/def2-TZVPD" lumo_energy_ha="-0.0084 / -0.0084" relative_energy_kj_mol=492.62 homo_lumo_gap_ha="0.306 / 0.306" e_homo_ha="-0.315 / -0.315"
C -1.214 0.400 1.262 -0.40
N -0.338 0.751 0.148 -0.40
C -0.640 0.083 -1.034 -0.23
C 0.819 -0.023 0.083 -0.10
C 1.964 -0.298 -0.814 0.36
O 2.938 -0.885 -0.384 -0.54
H -2.186 0.847 1.048 0.21
H -0.810 0.777 2.200 0.21
H -1.346 -0.694 1.330 0.18
H -0.966 -0.924 -1.170 0.18
H -1.020 0.741 -1.808 0.20
H 1.035 -0.525 1.031 0.21
H 1.763 -0.251 -1.893 0.13